1.
ORCA calculation (ωB97M-V with the def2-TZVPD basis set) on the molecule C4H6N2.

Output
LUMO level in Eh: 0.038
Gap between HOMO and LUMO in eV: 10.017
SMILES: Cc1cn[nH]c1
ΔE to the lowest compared entry with this formula, charge and spin in kcal/mol: 34.4
2S+1: 1
Maximum force in Eh/bohr: 0.02151
E_HOMO in eV: -8.97
Total charge: 0

Last column: natural (NBO) charge in e.
Positions of all 12 atoms, in Å:
N 0.16 -0.23 2.08  -0.259
N -1.06 -0.37 1.54  -0.346
C 0.98 -0.16 1.02  -0.063
C 0.27 -0.08 -0.22  -0.126
C -1.01 -0.39 0.19  -0.070
C 0.55 0.52 -1.59  -0.622
H -1.78 -0.91 -0.36  0.215
H 2.04 -0.37 1.16  0.209
H -1.92 -0.17 2.04  0.406
H -0.27 0.26 -2.28  0.218
H 1.49 0.28 -2.08  0.217
H 0.51 1.62 -1.52  0.222

2.
ORCA calculation (ωB97M-V with the def2-TZVPD basis set) on a structure of composition C2H3CdO2.

Output
LUMO level (alpha / beta) in Eh: -0.296 / -0.296
Gap between HOMO and LUMO (alpha / beta) in eV: 6.168 / 6.166
ΔE to the lowest compared entry with this formula, charge and spin in kcal/mol: 26.0
2S+1: 1
Maximum force in Eh/bohr: 0.11927
E_HOMO (alpha / beta) in eV: -14.23 / -14.23
Total charge: +1

Last column: natural (NBO) charge in e.
Positions of all 8 atoms, in Å:
Cd 2.33 1.18 0.18  1.535
O 1.65 -0.49 0.25  -0.865
O -1.91 1.98 -1.58  -0.474
C 0.36 -0.83 0.56  -0.326
C -1.84 0.98 -1.04  0.489
H -0.62 -0.11 0.67  0.223
H 0.32 -1.57 1.38  0.214
H -0.30 -1.14 -0.41  0.203

3.
ORCA calculation (ωB97M-V with the def2-TZVPD basis set) on the molecule C5H8O.

Output
LUMO level in Eh: 0.039
Gap between HOMO and LUMO in eV: 10.809
SMILES: C[C@H]1C[C@H]1C=O
ΔE to the lowest compared entry with this formula, charge and spin in kcal/mol: 27.1
2S+1: 1
Maximum force in Eh/bohr: 0.00857
E_HOMO in eV: -9.75
Total charge: 0

Last column: natural (NBO) charge in e.
Positions of all 14 atoms, in Å:
O -1.00 2.48 1.08  -0.523
C -0.92 0.50 -0.23  -0.350
C -0.70 1.32 0.98  0.439
C -0.99 -1.00 -0.05  -0.402
C 0.19 -0.41 -0.75  -0.192
C 1.60 -0.31 -0.21  -0.613
H 2.18 -1.22 -0.42  0.217
H -1.72 -1.53 -0.65  0.227
H 0.16 -0.53 -1.83  0.219
H -0.24 0.78 1.85  0.100
H -0.88 -1.38 0.96  0.216
H -1.55 0.98 -0.97  0.236
H 1.65 -0.12 0.86  0.209
H 2.10 0.52 -0.72  0.218